31
Properties=species:S:1:pos:R:3:forces:R:3 method="wB97M-V/def2-TZVPD" charge=+2 lumo_ev=-8.5 homo_ev=-16.067 orbital_gap_ha=0.278 spin_multiplicity=1 energy_ev=-25670.831
Hf 0.232 0.162 0.021 -0.173 0.041 0.099
O 0.167 -3.288 -2.044 -0.102 0.047 0.071
C 0.462 -2.260 -1.548 0.214 -0.198 -0.208
O -0.383 -1.479 -0.802 -0.046 0.207 0.127
C 1.847 -1.656 -1.674 -0.014 0.091 0.034
C 2.823 -2.289 -2.404 0.014 -0.023 -0.017
C 4.076 -1.693 -2.502 0.011 0.035 0.019
C 4.309 -0.481 -1.866 0.056 -0.033 -0.041
C 3.292 0.107 -1.148 -0.059 -0.029 0.003
N 2.072 -0.463 -1.043 0.041 -0.019 -0.060
H 2.589 -3.230 -2.883 -0.007 0.000 0.003
H 4.862 -2.170 -3.073 -0.003 -0.005 -0.001
H 5.271 0.008 -1.926 -0.004 0.004 0.004
H 3.444 1.053 -0.643 -0.012 0.005 0.008
C -0.743 1.183 4.122 0.046 -0.050 0.051
C -0.745 1.365 2.650 -0.082 0.064 0.117
O -0.086 0.459 1.980 -0.027 0.065 -0.049
C -1.408 2.443 2.003 0.094 -0.130 -0.114
C -2.099 3.394 2.800 0.026 -0.040 0.014
C -2.748 4.460 2.237 -0.035 0.055 -0.042
C -2.735 4.616 0.849 -0.001 -0.005 0.125
C -2.074 3.711 0.032 0.050 -0.075 -0.151
C -1.417 2.636 0.588 -0.113 0.134 0.049
O -0.784 1.770 -0.254 0.151 -0.167 0.004
H -0.192 0.287 4.390 0.005 -0.002 -0.024
H -1.766 1.101 4.495 -0.007 0.000 -0.014
H -0.290 2.048 4.611 -0.002 0.004 -0.006
H -2.115 3.275 3.873 -0.001 0.000 0.005
H -3.268 5.172 2.861 -0.003 0.002 -0.006
H -3.249 5.456 0.399 -0.001 -0.004 -0.010
H -2.065 3.823 -1.043 -0.015 0.026 0.010


23
Properties=species:S:1:pos:R:3:forces:R:3 method="wB97M-V/def2-TZVPD" charge=-1 lumo_ev="4.0 / 3.8" homo_ev="1.100 / -4.354" e_above_lowest_ev=0.678 orbital_gap_ha="0.106 / 0.301" spin_multiplicity=2 energy_ev=-10001.233
C 1.209 0.098 -2.264 -0.491 -0.277 -0.199
C 0.133 0.767 -1.399 0.259 0.317 1.129
N 0.874 1.091 1.534 -0.092 0.022 -0.823
C 0.228 -0.050 0.995 0.795 -0.673 0.373
C -0.272 -0.130 -0.240 0.133 -0.479 -1.285
C -1.205 -1.247 -0.661 0.355 -0.257 0.631
C 0.297 -1.262 1.903 0.110 0.662 0.661
H 0.903 -0.941 -2.412 0.268 -0.048 -0.159
H 2.199 0.106 -1.809 -0.062 0.028 0.180
H 1.271 0.572 -3.249 0.055 0.055 0.026
H 0.553 1.670 -0.956 -0.116 0.433 -0.420
H -0.723 1.027 -2.027 -0.060 0.103 0.038
H 1.391 1.592 0.805 -0.044 0.274 0.160
H 1.547 0.853 2.248 0.141 -0.131 0.207
H -2.224 -1.009 -0.333 -0.106 -0.024 -0.202
H -1.187 -1.407 -1.738 -0.099 0.101 -0.055
H -0.950 -2.203 -0.194 -0.039 0.032 0.005
H 0.672 -2.152 1.394 -0.569 -0.144 -0.251
H 1.073 -1.092 2.656 -0.109 0.179 0.052
H -0.623 -1.411 2.472 -0.067 -0.417 -0.212
H -1.770 1.580 0.327 -0.143 -0.075 0.274
H -1.286 1.784 1.733 -0.132 -0.063 -0.120
O -2.110 1.762 1.216 0.015 0.381 -0.010


64
Properties=species:S:1:pos:R:3:forces:R:3 method="wB97M-V/def2-TZVPD" charge=-1 lumo_ev=2.4 homo_ev=-4.340 orbital_gap_ha=0.248 spin_multiplicity=1 energy_ev=-117852.370
Pd 0.178 0.604 -0.825 -0.081 -1.119 -0.289
O -1.293 6.154 -0.136 -0.170 -0.774 0.180
C -0.281 6.193 -1.017 0.239 -0.089 -0.180
C 0.213 7.454 -1.363 -0.039 -0.076 0.020
C 1.256 7.582 -2.260 0.036 0.032 -0.032
C 1.835 6.456 -2.834 -0.029 0.015 0.020
C 1.353 5.206 -2.490 0.038 -0.011 -0.011
C 0.302 5.041 -1.592 -0.140 0.084 0.137
C -0.146 3.637 -1.298 0.003 0.055 -0.075
O 0.481 2.688 -1.831 -0.054 0.034 -0.070
N -1.208 3.518 -0.500 -0.012 0.122 0.164
N -1.556 2.195 -0.398 0.142 0.449 0.239
C -2.653 1.902 0.170 0.008 -0.222 -0.129
C -3.172 0.532 0.152 0.042 0.256 0.078
C -4.298 0.257 0.926 -0.037 -0.069 0.060
C -4.923 -0.979 0.927 0.071 0.059 -0.034
C -4.408 -1.968 0.092 -0.001 -0.045 0.002
C -3.302 -1.721 -0.696 -0.043 0.002 0.005
C -2.629 -0.476 -0.695 0.083 -0.156 -0.070
O -1.580 -0.347 -1.465 -0.209 0.227 -0.084
H -1.509 5.176 -0.002 0.059 0.388 -0.193
H -0.245 8.321 -0.903 -0.006 0.003 -0.003
H 1.622 8.571 -2.513 -0.002 0.000 -0.002
H 2.652 6.555 -3.538 0.007 -0.003 0.004
H 1.783 4.304 -2.906 -0.013 0.008 0.012
H -3.264 2.685 0.628 -0.054 0.007 -0.067
H -4.690 1.058 1.546 -0.009 -0.004 0.003
H -5.795 -1.161 1.541 0.001 -0.008 0.014
H -4.875 -2.947 0.060 0.002 0.001 -0.007
H -2.898 -2.493 -1.340 -0.009 -0.018 -0.017
S 2.256 1.161 -0.076 0.268 0.036 -0.079
C 3.238 -0.304 -0.067 0.096 0.161 0.089
C 4.633 -0.195 0.005 0.020 -0.035 0.009
C 5.431 -1.327 -0.019 -0.006 0.054 -0.009
C 4.876 -2.600 -0.115 -0.047 -0.032 0.011
C 3.495 -2.729 -0.162 0.085 0.019 0.131
C 2.701 -1.593 -0.114 -0.082 -0.043 -0.262
As 0.793 -1.528 -0.112 -0.043 0.892 0.875
C 0.128 -3.257 -0.606 -0.076 0.008 -0.297
C 0.053 -4.281 0.331 -0.014 -0.059 -0.126
C -0.411 -5.531 -0.058 0.017 0.007 0.058
C -0.803 -5.755 -1.370 -0.004 -0.002 -0.006
C -0.730 -4.729 -2.303 0.015 0.023 0.019
C -0.266 -3.479 -1.921 -0.026 -0.020 -0.030
C 0.397 -1.502 1.802 -0.035 -0.202 -0.144
C -0.940 -1.507 2.194 -0.039 -0.007 0.057
C -1.269 -1.432 3.540 0.015 -0.003 -0.013
C -0.267 -1.351 4.498 -0.002 0.007 -0.015
C 1.063 -1.348 4.108 0.018 0.005 -0.016
C 1.398 -1.423 2.760 0.009 0.008 0.038
H 5.082 0.789 0.046 0.001 0.001 0.021
H 6.508 -1.211 0.019 0.002 -0.011 -0.002
H 5.510 -3.477 -0.151 0.005 0.002 -0.009
H 3.037 -3.709 -0.224 -0.017 0.004 -0.011
H 0.345 -4.106 1.358 -0.006 0.021 0.025
H -0.472 -6.329 0.672 -0.007 -0.006 -0.008
H -1.173 -6.729 -1.664 0.002 -0.002 -0.001
H -1.046 -4.897 -3.324 -0.001 -0.006 0.001
H -0.237 -2.666 -2.637 -0.008 0.032 0.029
H -1.734 -1.562 1.458 0.025 0.000 -0.001
H -2.312 -1.426 3.831 0.002 0.002 0.003
H -0.525 -1.282 5.548 0.001 -0.007 0.002
H 1.849 -1.277 4.850 -0.002 0.003 0.002
H 2.439 -1.406 2.462 0.013 0.000 -0.016


14
Properties=species:S:1:pos:R:3:forces:R:3 method="wB97M-V/def2-TZVPD" charge=0 lumo_ev=1.0 homo_ev=-9.158 e_above_lowest_ev=1.083 orbital_gap_ha=0.372 spin_multiplicity=1 energy_ev=-6793.972 smiles=NCCCO
N 1.428 -0.264 1.511 -0.117 0.245 0.251
C 1.000 -0.259 0.105 -0.049 0.225 0.326
C -0.462 -0.702 -0.041 0.536 -0.217 -0.319
C -1.411 0.383 -0.485 -0.116 -0.549 0.114
O -1.016 0.823 -1.780 0.111 0.254 0.014
H 1.535 0.680 1.848 -0.131 0.149 0.116
H 2.319 -0.695 1.681 0.203 -0.297 -0.262
H 1.168 0.735 -0.324 -0.199 -0.113 -0.150
H 1.601 -0.938 -0.473 0.462 -0.254 -0.123
H -0.750 -1.167 0.899 -0.247 0.144 0.082
H -0.505 -1.489 -0.799 -0.101 0.011 -0.035
H -1.445 1.192 0.248 -0.011 0.155 -0.094
H -2.396 -0.080 -0.564 -0.273 0.271 0.099
H -1.067 1.780 -1.825 -0.067 -0.022 -0.019